# 1
{"formula": "C3H10P2", "method": "wB97M-V/def2-TZVPD", "elements": ["P", "P", "C", "C", "C", "H", "H", "H", "H", "H", "H", "H", "H", "H", "H"], "coordinates": [[1.80510, -0.11389, -1.13662], [-1.32712, -0.35807, -0.24418], [-3.21957, -0.28705, -0.41944], [2.00155, 1.33908, 0.00137], [1.64948, -1.26467, 0.22229], [-3.70280, -0.02288, 0.48218], [1.01382, 1.81221, 0.31620], [-3.23966, 0.44104, -1.16791], [2.41512, 0.98329, 0.88641], [2.55793, -1.28420, 0.73934], [2.57382, 2.25053, -0.11950], [-1.22369, 1.07041, 0.28354], [1.57495, -2.21590, -0.16133], [0.86322, -1.02236, 1.01248], [-3.74215, -1.32755, -0.69483]], "homo_ev": [-7.58, -8.24], "multiplicity": 1, "de_lowest_kcal_mol": 55.77, "orbital_gap_ev": [6.802, 7.821], "e_lumo_ev": [-0.777, -0.421], "total_energy_ev": -21846.824}

# 2
{"formula": "C3H10S", "method": "wB97M-V/def2-TZVPD", "elements": ["S", "C", "C", "C", "H", "H", "H", "H", "H", "H", "H", "H", "H", "H"], "coordinates": [[2.93674, 0.66963, 0.51406], [1.63841, -0.58476, 0.55899], [0.78361, -0.60585, -0.68902], [-2.37764, 0.50206, 0.11247], [1.25819, -0.57487, -1.66395], [2.12315, -1.54555, 0.70767], [0.07331, 0.22553, -0.64963], [-3.05294, 1.29472, 0.42608], [-1.78465, 0.21185, 0.97035], [-2.95961, -0.30902, -0.32720], [2.15877, 1.64313, 0.02268], [-1.79296, 0.92871, -0.69364], [0.95096, -0.43978, 1.39309], [0.04466, -1.41579, -0.68197]], "homo_ev": -9.03, "multiplicity": 1, "smiles": "CCS.C", "de_lowest_kcal_mol": 6.16, "orbital_gap_ev": 9.964, "e_lumo_ev": 0.937, "total_energy_ev": -14108.069}

# 3
{"formula": "C3H10S3", "method": "wB97M-V/def2-TZVPD", "elements": ["S", "S", "S", "C", "C", "C", "H", "H", "H", "H", "H", "H", "H", "H", "H", "H"], "coordinates": [[1.61583, -2.29766, 0.13903], [-1.59936, 2.04230, -0.08675], [-0.36167, -2.07564, -0.03656], [-0.93083, 1.73244, 1.53356], [-0.87804, 3.70189, -0.50896], [2.31309, -1.25062, -1.23813], [1.79794, -0.37305, -1.61708], [-1.66065, 4.44887, -0.67395], [0.09190, 2.11604, 1.51986], [-1.50156, 2.23812, 2.30963], [2.31466, -1.96505, -2.05668], [-0.29260, 3.63539, -1.41825], [3.26028, -0.87595, -0.84884], [-0.65615, -0.78658, 0.25205], [-0.30215, 3.92610, 0.39434], [-1.05924, 0.66720, 1.70683]], "homo_ev": -8.59, "multiplicity": 1, "smiles": "CSC.CSS", "de_lowest_kcal_mol": 16.70, "orbital_gap_ev": 9.324, "e_lumo_ev": 0.739, "total_energy_ev": -35778.115}

# 4
{"formula": "C3H10Si", "method": "wB97M-V/def2-TZVPD", "elements": ["Si", "C", "C", "C", "H", "H", "H", "H", "H", "H", "H", "H", "H", "H"], "coordinates": [[0.01264, -0.09923, -1.68175], [0.45006, -1.40304, 1.03402], [-0.20749, 1.47181, 0.65128], [-0.53225, 0.06834, 0.15387], [1.46921, -1.17492, 0.75883], [-1.12633, -0.45578, -2.65825], [-1.52061, -0.23299, 0.25856], [0.85536, 1.68714, 0.44402], [0.15534, -2.40782, 0.70211], [-0.92367, 2.14021, 0.10214], [0.35966, -1.36793, 2.17937], [0.53428, 1.23237, -1.93892], [0.98032, -1.14713, -1.77236], [-0.50650, 1.68897, 1.76709]], "homo_ev": -9.73, "multiplicity": 1, "de_lowest_kcal_mol": 46.60, "orbital_gap_ev": 10.800, "e_lumo_ev": 1.072, "total_energy_ev": -11148.435}

# 5
{"formula": "C3H11BrN3", "method": "wB97M-V/def2-TZVPD", "elements": ["Br", "N", "N", "N", "C", "C", "C", "H", "H", "H", "H", "H", "H", "H", "H", "H", "H", "H"], "coordinates": [[-2.42360, 0.54513, 0.46872], [-0.11410, 1.86324, -0.94686], [-0.47920, -1.79363, 0.08788], [-1.48412, -2.75997, -0.39007], [1.06049, 1.05038, 1.00574], [-0.72128, -0.61995, -0.57000], [0.59044, 0.65653, -0.37557], [-2.42483, -2.49470, -0.10865], [-0.20232, -1.83513, 1.00896], [0.07298, 2.72888, -0.44892], [1.24814, 2.12347, 1.01909], [-1.33570, -0.87574, -1.38340], [1.89144, 0.51961, 1.21720], [-1.28722, -3.70807, -0.20828], [1.53178, 0.50929, -0.94542], [-1.13481, 1.55499, -0.70424], [-0.03904, 1.89976, -2.00218], [0.29331, 0.72612, 1.79122]], "homo_ev": -13.38, "multiplicity": 1, "total_charge": 1, "de_lowest_kcal_mol": 88.40, "orbital_gap_ev": 9.823, "e_lumo_ev": -3.559, "total_energy_ev": -77792.981}

# 6
{"formula": "C3H11ClN3", "method": "wB97M-V/def2-TZVPD", "elements": ["Cl", "N", "N", "N", "C", "C", "C", "H", "H", "H", "H", "H", "H", "H", "H", "H", "H", "H"], "coordinates": [[2.16033, 1.80049, -2.04621], [-1.23429, 0.51310, -1.33457], [2.24501, 0.80866, 1.23009], [0.65815, -0.05181, -0.19965], [-0.63880, -0.62408, -0.64363], [-1.45505, -1.10241, 0.52955], [1.10482, 0.20438, 0.95233], [-1.92938, 0.25311, -2.03228], [-1.58627, 1.11568, -0.51306], [0.56224, -0.00836, 1.92405], [2.69158, 0.72130, 2.11582], [2.78018, 1.17664, 0.52204], [1.10424, 2.41434, -2.11490], [-0.98195, -2.06514, 0.92618], [-1.58473, -0.23087, 1.20883], [-2.52526, -1.29166, 0.30830], [-0.48858, -1.40017, -1.35684], [0.95671, 0.56451, -1.06209]], "homo_ev": -13.94, "multiplicity": 1, "total_charge": 1, "de_lowest_kcal_mol": 34.75, "orbital_gap_ev": 10.850, "e_lumo_ev": -3.094, "total_energy_ev": -20275.451}